1.
Below is a cluster of 2 separate species, C9H20IN in total, with properties calculated with ωB97M-V with the def2-TZVPD basis set.

Calculated values
largest force on an atom	1.30	eV/A
E_tot	-707.3468	a.u.
ΔE to the lowest compared entry with this formula, charge and spin	0.0	kcal per mole
LUMO energy	0.0003	hartree

```
! wB97M-V def2-TZVPD RIJCOSX def2/J DEFGRID3
* xyz 0 1
I 12.9244 -11.9054 -20.1121
C 11.8744 -15.0482 -23.3160
C 10.6843 -14.3981 -22.6023
C 10.2050 -15.1074 -21.3531
C 11.3550 -15.4671 -20.4094
N 10.9038 -15.6596 -18.9751
C 12.0729 -16.1461 -18.1760
C 11.7636 -15.8188 -16.7372
C 10.8295 -14.5953 -16.8170
C 10.6173 -14.3541 -18.3037
C 9.8300 -16.6499 -18.8844
H 12.2793 -14.3456 -24.0410
H 11.5367 -15.9749 -23.7815
H 12.7084 -15.2463 -22.6399
H 9.8502 -14.3561 -23.3148
H 10.8661 -13.3478 -22.3763
H 9.6398 -16.0259 -21.5719
H 9.4595 -14.5124 -20.8128
H 12.1026 -14.6673 -20.3844
H 11.8375 -16.3953 -20.7182
H 12.2858 -17.1999 -18.3775
H 12.9631 -15.6670 -18.5890
H 11.3021 -16.6348 -16.1826
H 12.6860 -15.5948 -16.2013
H 9.8781 -14.7973 -16.3159
H 11.2212 -13.7245 -16.2970
H 9.6285 -13.9597 -18.5145
H 11.3733 -13.6462 -18.6414
H 8.9325 -16.2186 -19.3295
H 9.7026 -16.9990 -17.8682
H 10.0591 -17.4819 -19.5522
*
```

2.
Below is a structure of composition C39H38Br5N5O3PSTa, with properties calculated with ωB97M-V with the def2-TZVPD basis set.

Calculated values
largest force on an atom	0.93	eV/A
E_tot	-15674.7239	a.u.
ΔE to the lowest compared entry with this formula, charge and spin	2.7	kcal per mole
LUMO energy	-0.2364	hartree

```
! wB97M-V def2-TZVPD RIJCOSX def2/J DEFGRID3
* xyz 2 1
Ta -0.4246 -0.3556 -1.3884
Br -7.0117 -1.2721 -3.4349
C -5.3336 -0.5082 -3.1118
C -5.1065 0.8533 -3.3800
Br -6.4727 1.9199 -4.0877
C -3.8628 1.4288 -3.1163
Br -3.4785 3.2429 -3.4402
C -2.8638 0.6331 -2.5854
O -1.6155 1.0197 -2.2326
C -3.0906 -0.7107 -2.3412
O -2.0198 -1.3290 -1.7921
C -4.3135 -1.3051 -2.5895
Br -4.5222 -3.1110 -2.1497
Br 2.3155 -0.6368 6.2240
C 3.3007 -1.5949 4.9248
C 4.5003 -1.0793 4.4582
C 5.2164 -1.7874 3.5053
C 4.6990 -2.9684 2.9914
C 3.5136 -3.4976 3.4877
C 2.8147 -2.8103 4.4667
N 5.4972 -3.6788 2.0301
N 5.0394 -3.9629 0.9199
C 3.7406 -3.5036 0.5156
C 2.7075 -4.3877 0.3548
C 1.4403 -3.9543 -0.0907
C 1.2685 -2.6366 -0.3961
O 0.1103 -2.0754 -0.8183
C 2.3290 -1.7218 -0.3172
N 2.0426 -0.4476 -0.7038
C 3.0394 0.4195 -0.7078
C 4.3387 0.0984 -0.2982
C 4.6180 -1.1741 0.1328
C 3.5920 -2.1386 0.1295
H 4.8863 -0.1511 4.8557
H 6.1806 -1.4304 3.1662
H 3.1586 -4.4594 3.1442
H 1.9074 -3.2258 4.8841
H 2.8607 -5.4315 0.5948
H 0.6185 -4.6506 -0.1876
H 2.8182 1.4181 -1.0597
H 5.1055 0.8588 -0.3327
H 5.6180 -1.4455 0.4435
C 1.0298 0.0139 2.5631
C -0.4984 -0.0386 2.4975
C -1.1034 0.5754 3.7684
C -0.9540 -1.5032 2.4179
P -1.1451 0.8072 0.9542
C -2.9530 0.7345 1.0945
C -3.6714 1.7693 1.7000
C -5.0468 1.6837 1.8357
C -5.7244 0.5602 1.3821
C -5.0178 -0.4905 0.8177
C -3.6403 -0.4067 0.6792
C -0.5924 2.6015 0.7723
C -0.3491 3.3446 2.0899
C -1.5835 3.4126 -0.0734
C 0.7335 2.5136 0.0160
H 1.3484 -0.5289 3.4543
H 1.4191 1.0271 2.6520
H 1.4932 -0.4711 1.7012
H -0.8469 -0.0806 4.6034
H -2.1902 0.6342 3.7190
H -0.7035 1.5551 3.9980
H -0.4832 -2.0427 3.2421
H -0.6569 -1.9943 1.4886
H -2.0334 -1.5973 2.5352
H -3.1656 2.6394 2.0903
H -5.5885 2.4936 2.3055
H -6.7994 0.4978 1.4853
H -5.5342 -1.3821 0.4857
H -3.1085 -1.2514 0.2617
H -1.2393 3.3904 2.7128
H -0.0712 4.3721 1.8444
H 0.4605 2.9183 2.6764
H -2.4549 3.7291 0.4917
H -1.9263 2.8784 -0.9579
H -1.0687 4.3179 -0.4051
H 1.4485 1.8766 0.5313
H 1.1689 3.5114 -0.0809
H 0.5977 2.1477 -1.0173
C 2.3371 0.3644 -6.2147
N 1.1788 1.1332 -5.7619
C 0.5540 2.1163 -6.5075
C -0.4631 2.5988 -5.7640
N -0.4409 1.9057 -4.5745
C 0.5580 1.0205 -4.5792
S 1.0971 -0.0850 -3.3453
H 2.2371 0.1887 -7.2818
H 2.3626 -0.5897 -5.6975
H 3.2525 0.9178 -6.0156
H 0.8877 2.3723 -7.4975
H -1.1979 3.3556 -5.9702
H -1.0737 2.0330 -3.7907
*
```

3.
Below is a structure of composition C4H8O3, with properties calculated with ωB97M-V with the def2-TZVPD basis set.

Calculated values
largest force on an atom	0.44	eV/A
E_tot	-382.7830	a.u.
ΔE to the lowest compared entry with this formula, charge and spin	114.1	kcal per mole
LUMO energy (alpha / beta)	-0.0003 / -0.0003	hartree

```
! wB97M-V def2-TZVPD RIJCOSX def2/J DEFGRID3
* xyz 0 1
O -1.1320 1.9403 -0.0990
C -1.4687 0.8733 -0.8175
C -0.9351 -0.9674 0.4763
C 0.5133 -0.8502 0.2199
O 1.0874 -1.4436 -0.6849
C 1.3318 0.0711 1.1164
O 2.6603 0.1126 0.6993
H -1.8887 2.2132 0.4417
H -0.6393 0.6438 -1.4962
H -1.8069 -0.1653 -0.2243
H -1.3358 -1.9234 0.1299
H -1.2412 -0.7136 1.4953
H 0.8806 1.0775 1.1009
H 1.2437 -0.3024 2.1510
H 2.7089 -0.5315 -0.0307
*
```

4.
Below is a structure of composition C3H7N2S, with properties calculated with ωB97M-V with the def2-TZVPD basis set.

Calculated values
largest force on an atom	4.61	eV/A
E_tot	-625.8089	a.u.
ΔE to the lowest compared entry with this formula, charge and spin	102.4	kcal per mole
LUMO energy	-0.1771	hartree

```
! wB97M-V def2-TZVPD RIJCOSX def2/J DEFGRID3
* xyz 1 1
C 2.3886 0.2673 -0.4877
C -2.8142 0.1850 -0.0918
C 2.4470 -0.9504 0.0548
N -0.4740 -0.5880 0.3353
N -1.5683 -0.3962 0.1576
S 0.7880 1.2267 -0.1758
H 2.9811 0.6836 -1.2035
H -2.9190 1.0467 0.6264
H -3.6653 -0.5794 0.0599
H -2.8119 0.5216 -1.0952
H 1.5138 -1.2779 0.5747
H 3.1577 -1.6655 0.1338
H 0.9764 1.5264 1.1115
*
```

5.
Below is a structure of composition C3H8MgO3, with properties calculated with ωB97M-V with the def2-TZVPD basis set.

Calculated values
largest force on an atom	2.00	eV/A
E_tot	-544.6360	a.u.
ΔE to the lowest compared entry with this formula, charge and spin	0.0	kcal per mole
LUMO energy (alpha / beta)	-0.1741 / -0.2823	hartree

```
! wB97M-V def2-TZVPD RIJCOSX def2/J DEFGRID3
* xyz 1 2
H -2.0214 1.9365 0.7080
O -1.4766 1.7970 -0.1220
O -1.3369 -1.2223 0.9598
C -0.2595 -1.9019 1.4164
C 0.9058 -1.9630 0.4406
O 0.8862 -0.7636 -0.3222
C 2.0848 -0.5203 -1.0626
Mg -0.9318 0.0924 -0.6140
H -0.5405 -2.8845 1.8354
H 0.0322 -1.3050 2.3254
H 0.8036 -2.8284 -0.2318
H 1.8549 -2.0499 0.9865
H 1.9771 0.4529 -1.5515
H 2.9374 -0.4985 -0.3726
H 2.2237 -1.3121 -1.8105
*
```

6.
Below is the molecule C3H5NS3, with properties calculated with ωB97M-V with the def2-TZVPD basis set.

Calculated values
largest force on an atom	6.90	eV/A
E_tot	-1366.4977	a.u.
ΔE to the lowest compared entry with this formula, charge and spin	72.9	kcal per mole
SMILES string	S=C1[C@@H](S)CN1S
LUMO energy	-0.0077	hartree

```
! wB97M-V def2-TZVPD RIJCOSX def2/J DEFGRID3
* xyz 0 1
C -0.8853 0.0719 0.1624
C 0.0585 -0.9611 0.0230
C 0.0740 1.1063 -0.4338
H -3.2852 -0.4373 0.4551
H -1.0355 0.5609 1.1384
H -0.0344 -1.9587 -0.4324
H 0.6713 -1.1664 1.0545
H 2.9031 0.1705 0.6666
N 0.9458 0.0559 -0.6575
S -2.3907 -0.0223 -0.8679
S 2.6796 -0.2232 -0.7159
S 0.2989 2.8035 -0.3925
*
```

7.
Below is a cluster of 2 separate species, CN2O2S in total, with properties calculated with ωB97M-V with the def2-TZVPD basis set.

Calculated values
largest force on an atom	3.97	eV/A
E_tot	-696.2939	a.u.
ΔE to the lowest compared entry with this formula, charge and spin	2.3	kcal per mole
SMILES string	N#[N+][S-].O=C=O
LUMO energy	0.0136	hartree

```
! wB97M-V def2-TZVPD RIJCOSX def2/J DEFGRID3
* xyz 0 1
C -1.8244 0.3352 0.3787
N 2.3388 0.2686 -1.3187
N 1.8128 -0.2682 -0.4819
O -2.5291 -0.2298 -0.3330
O -1.1248 0.9589 1.0402
S 1.3267 -1.0647 0.7147
*
```

8.
Below is a cluster of 2 separate species, C4H14N3P in total, with properties calculated with ωB97M-V with the def2-TZVPD basis set.

Calculated values
largest force on an atom	3.26	eV/A
E_tot	-666.3123	a.u.
ΔE to the lowest compared entry with this formula, charge and spin	43.6	kcal per mole
LUMO energy (alpha / beta)	0.0184 / 0.0227	hartree

```
! wB97M-V def2-TZVPD RIJCOSX def2/J DEFGRID3
* xyz 0 1
C -0.4861 2.3636 -0.4447
C -1.3848 -1.8663 -0.5357
C -1.5024 1.2529 -0.0579
C -0.9778 -1.0814 0.7533
N 2.8175 0.7291 0.5347
N 1.9442 -1.5752 -0.1828
N -0.6878 0.2886 0.7258
P 1.7387 0.0267 -0.6265
H 0.3217 2.4596 0.3868
H 0.1686 2.1128 -1.3078
H -0.9129 3.2635 -0.7251
H -0.5771 -1.6238 -1.2379
H -1.4836 -2.9364 -0.4314
H -2.3267 -1.4710 -0.8733
H -2.2778 1.6723 0.5793
H -1.9339 0.8853 -1.0334
H -1.9092 -1.1225 1.3276
H -0.1290 -1.4951 1.3242
H 2.5295 0.6196 1.4669
H 3.1893 1.6407 0.3971
H 1.2879 -2.2635 -0.6909
H 2.5916 -1.8795 0.6514
*
```